This record from the OMol25 dataset describes a 5-piece molecular cluster, C31H68N3O16S4 overall. The level of theory is wB97M-V/def2-TZVPD.

Summary:
- maximum force (eV/A) = 0.3
- HOMO level (Ha) = -0.446
- total charge = +1
- E_tot (eV) = -113810.828
- frontier orbital gap (eV) = 9.90
- M (g mol⁻¹) = 867.158

Cartesian coordinates (Å):
C1 -0.8915 2.3611 1.9340
C2 0.3043 3.2701 1.5932
C3 1.4403 2.5329 0.8852
C4 1.9095 1.2781 1.6297
C5 3.3396 0.8533 1.2447
C6 4.4443 1.4727 2.1160
C7 4.8430 0.6641 3.3696
C8 3.7451 -0.2385 3.9480
C9 3.8384 -1.6963 3.4855
C10 2.5855 -2.4921 3.8752
C11 1.6562 -2.6716 2.6725
C12 0.4156 -3.5235 2.9527
C13 -0.7533 -2.7003 3.5054
C14 -1.2527 -1.6341 2.5060
C15 -2.6478 -1.8779 1.9144
N1 -3.6496 -0.7923 2.2625
C16 -4.2890 -0.9631 3.6148
C17 -3.3450 -0.8280 4.8064
C18 -4.1183 -0.4006 6.0625
C19 -4.4519 1.1059 6.1300
C20 -5.9499 1.4750 6.0267
N2 -6.4052 2.0388 4.7542
N3 -4.6246 -0.6961 1.2018
C21 -5.1588 0.6706 1.0533
C22 -6.4828 0.6214 0.2738
C23 -7.7419 0.9629 1.0977
H1 -1.8422 2.8874 1.8079
H2 -0.9171 1.4793 1.2816
H3 -0.8501 2.0057 2.9690
H4 -0.0346 4.1039 0.9715
H5 0.7046 3.7100 2.5135
H6 2.2948 3.2122 0.7766
H7 1.1197 2.2620 -0.1307
H8 1.2207 0.4462 1.4354
H9 1.8595 1.4811 2.7067
H10 3.4138 -0.2375 1.2245
H11 3.5076 1.1802 0.2097
H12 4.1334 2.4860 2.4050
H13 5.3411 1.6130 1.5039
H14 5.1772 1.3633 4.1427
H15 5.7168 0.0430 3.1401
H16 3.7821 -0.2251 5.0438
H17 2.7554 0.1448 3.6794
H18 3.9447 -1.7212 2.3944
H19 4.7409 -2.1501 3.9079
H20 2.8312 -3.4697 4.3031
H21 2.0582 -1.9349 4.6637
H22 1.3505 -1.6697 2.3344
H23 2.2264 -3.0999 1.8424
H24 0.0928 -4.0342 2.0379
H25 0.6692 -4.3035 3.6793
H26 -0.4453 -2.2195 4.4405
H27 -1.5773 -3.3765 3.7668
H28 -1.2270 -0.6432 2.9733
H29 -0.5593 -1.5755 1.6637
H30 -3.0979 -2.8150 2.2524
H31 -2.6284 -1.8766 0.8260
H32 -3.1430 0.0976 2.2544
H33 -5.0842 -0.2152 3.6755
H34 -4.7538 -1.9533 3.5860
H35 -2.5655 -0.0885 4.5899
H36 -2.8360 -1.7767 4.9889
H37 -5.0498 -0.9790 6.1219
H38 -3.5271 -0.6985 6.9310
H39 -4.0634 1.5020 7.0718
H40 -3.9062 1.6358 5.3367
H41 -6.1982 2.1957 6.8094
H42 -6.5613 0.5864 6.2145
H43 -6.5516 1.3197 4.0560
H44 -5.7396 2.7073 4.3812
H45 -5.3663 -1.3534 1.4327
H46 -4.4103 1.2504 0.5048
H47 -5.3071 1.1527 2.0312
H48 -6.4082 1.2838 -0.5897
H49 -6.5942 -0.3879 -0.1384
H50 -7.4957 1.3964 2.0706
H51 -8.3593 1.7040 0.5860
H52 -8.3729 0.0872 1.2609
C24 1.6235 -0.1884 -2.4794
C25 1.6919 -1.3203 -3.4854
O1 2.3744 -2.3639 -2.7605
S1 1.9863 -2.3143 -1.2246
O2 0.9524 -3.2459 -0.9286
O3 3.1833 -2.3162 -0.4607
O4 1.3341 -0.8587 -1.2344
H53 2.5763 0.3343 -2.3880
H54 0.8231 0.5181 -2.6795
H55 2.2863 -1.0719 -4.3582
H56 0.7049 -1.6749 -3.7829
C26 5.6420 -1.1422 -4.7632
C27 6.6460 -0.4238 -5.6434
O5 5.8299 0.1303 -6.6965
S2 4.4190 0.5714 -6.1230
O6 4.4105 1.9535 -5.7994
O7 3.3996 0.0188 -6.9428
O8 4.5067 -0.2507 -4.7540
H57 5.3376 -2.0980 -5.1904
H58 5.9786 -1.2761 -3.7393
H59 7.3801 -1.0887 -6.0885
H60 7.1454 0.3891 -5.1149
C28 -8.2011 0.9763 -3.3527
C29 -7.9565 2.4602 -3.1405
O9 -7.4775 2.9054 -4.4113
S3 -8.1951 2.0893 -5.5903
O10 -9.2989 2.8202 -6.0931
O11 -7.1831 1.5919 -6.4477
O12 -8.7647 0.9116 -4.6639
H61 -7.2713 0.4034 -3.3335
H62 -8.9168 0.5572 -2.6493
H63 -7.1907 2.6730 -2.3987
H64 -8.8765 2.9906 -2.8877
C30 9.7097 0.7672 -8.6071
C31 9.7850 -0.3672 -9.6128
O13 10.5263 -1.3831 -8.9127
S4 10.1742 -1.3545 -7.3648
O14 9.1519 -2.2985 -7.0638
O15 11.3819 -1.3403 -6.6256
O16 9.4902 0.0914 -7.3550
H65 10.6433 1.3271 -8.5501
H66 8.8730 1.4388 -8.7773
H67 10.3387 -0.1123 -10.5114
H68 8.7987 -0.7545 -9.8705

Results of the Mulliken charge analysis, in e, for atoms 1 through 99: atom 1 (C): -0.62, atom 2 (C): -1.03, atom 3 (C): -0.74, atom 4 (C): 0.72, atom 5 (C): 0.04, atom 6 (C): -0.81, atom 7 (C): -0.94, atom 8 (C): -0.42, atom 9 (C): -0.63, atom 10 (C): -1.19, atom 11 (C): 1.47, atom 12 (C): -1.44, atom 13 (C): -1.23, atom 14 (C): 1.11, atom 15 (C): -1.03, atom 16 (N): 0.56, atom 17 (C): -0.37, atom 18 (C): -0.12, atom 19 (C): -1.25, atom 20 (C): -0.34, atom 21 (C): -0.80, atom 22 (N): -0.51, atom 23 (N): -0.66, atom 24 (C): -0.36, atom 25 (C): -0.03, atom 26 (C): -1.15, atom 27 (H): 0.46, atom 28 (H): 0.01, atom 29 (H): 0.24, atom 30 (H): 0.45, atom 31 (H): 0.36, atom 32 (H): 0.50, atom 33 (H): 0.15, atom 34 (H): -0.94, atom 35 (H): 0.52, atom 36 (H): -0.39, atom 37 (H): 0.44, atom 38 (H): 0.34, atom 39 (H): 0.39, atom 40 (H): 0.31, atom 41 (H): 0.36, atom 42 (H): 0.51, atom 43 (H): -0.04, atom 44 (H): 0.38, atom 45 (H): 0.41, atom 46 (H): 0.42, atom 47 (H): 0.42, atom 48 (H): -1.13, atom 49 (H): 0.32, atom 50 (H): 0.33, atom 51 (H): 0.47, atom 52 (H): 0.44, atom 53 (H): 0.60, atom 54 (H): -0.18, atom 55 (H): -0.06, atom 56 (H): 0.44, atom 57 (H): 0.41, atom 58 (H): 0.28, atom 59 (H): 0.17, atom 60 (H): 0.27, atom 61 (H): 0.24, atom 62 (H): 0.24, atom 63 (H): 0.47, atom 64 (H): 0.42, atom 65 (H): 0.44, atom 66 (H): 0.25, atom 67 (H): 0.28, atom 68 (H): 0.41, atom 69 (H): 0.07, atom 70 (H): 0.27, atom 71 (H): 0.30, atom 72 (H): 0.30, atom 73 (H): 0.18, atom 74 (H): -0.09, atom 75 (H): 0.35, atom 76 (H): 0.35, atom 77 (H): 0.33, atom 78 (H): 0.32, atom 79 (C): -0.36, atom 80 (C): -0.25, atom 81 (O): -0.29, atom 82 (S): 1.11, atom 83 (O): -0.61, atom 84 (O): -0.56, atom 85 (O): -0.07, atom 86 (H): 0.27, atom 87 (H): 0.39, atom 88 (H): 0.06, atom 89 (H): 0.31, atom 90 (C): -0.36, atom 91 (C): -0.03, atom 92 (O): -0.25, atom 93 (S): 1.06, atom 94 (O): -0.58, atom 95 (O): -0.56, atom 96 (O): -0.26, atom 97 (H): 0.30, atom 98 (H): 0.35, atom 99 (H): 0.04